# 1
Molecular formula: C24H66N2O19SSi
Method: DFT, wB97M-V/def2-TZVPD

calculated total energy: -86551.4460 eV
HOMO: -8.470 eV

Geometry as ORCA input:
```
! wB97M-V def2-TZVPD RIJCOSX def2/J DEFGRID3
* xyz 0 1
C -0.05 4.80 3.15
C 0.97 3.82 2.42
O 1.99 3.34 3.28
C 3.19 3.01 2.53
Si 2.96 1.46 1.40
C 1.86 0.24 2.37
C 0.40 0.05 1.80
C 0.02 -1.51 1.68
C -0.85 -1.69 0.38
C -2.00 -0.78 0.13
C -2.80 -0.90 -1.08
C -2.43 -1.96 -2.02
C -1.34 -2.88 -1.79
C -0.52 -2.77 -0.56
C 2.23 2.03 -0.27
C 3.30 2.53 -1.34
S 3.26 4.37 -1.61
C 2.44 4.69 -3.19
N 2.92 4.91 -4.42
N 1.85 5.07 -5.25
C 0.74 4.97 -4.48
O 1.05 4.72 -3.17
C 4.61 0.53 1.05
C 4.49 -0.36 -0.24
C 3.27 -1.04 -0.64
C 3.17 -1.83 -1.88
C 4.34 -1.93 -2.75
C 5.57 -1.26 -2.33
C 5.67 -0.48 -1.10
C 7.06 0.18 -0.79
H 0.39 5.80 3.38
H -0.95 4.95 2.49
H -0.45 4.28 4.07
H 0.31 3.00 2.00
H 1.36 4.39 1.53
H 3.95 2.75 3.33
H 3.61 3.91 1.99
H 1.87 0.57 3.45
H 2.37 -0.77 2.37
H 0.17 0.61 0.86
H -0.31 0.45 2.58
H 0.95 -2.13 1.49
H -0.49 -1.89 2.60
H -2.16 -0.01 0.93
H -3.63 -0.17 -1.24
H -3.02 -2.04 -2.96
H -1.10 -3.68 -2.53
H 0.34 -3.46 -0.41
H 1.45 2.84 -0.19
H 1.69 1.15 -0.73
H 4.35 2.20 -1.15
H 2.99 2.09 -2.33
H -0.26 5.10 -4.93
H 5.42 1.31 0.90
H 4.88 -0.06 1.97
H 2.34 -1.00 -0.02
H 2.19 -2.30 -2.12
H 4.25 -2.50 -3.69
H 6.46 -1.36 -2.99
H 7.12 1.25 -1.09
H 7.82 -0.46 -1.32
H 7.28 0.03 0.31
O -4.35 -3.28 1.28
H -4.99 -2.60 1.52
H -3.71 -2.82 0.71
O -2.09 3.99 0.46
H -2.72 4.68 0.71
H -1.46 4.45 -0.10
O 0.94 -3.81 3.52
H 1.04 -4.56 2.92
H 0.64 -4.20 4.34
O 2.42 -5.07 -0.73
H 2.50 -5.80 -1.36
H 3.05 -4.41 -1.05
O -4.65 1.74 -1.43
H -4.08 2.45 -1.11
H -5.53 2.00 -1.14
O 4.13 1.72 -5.00
H 3.50 2.41 -4.75
H 4.76 2.18 -5.56
O -1.90 4.08 -2.19
H -1.78 3.34 -2.80
H -1.29 4.75 -2.50
O -4.89 -6.24 0.68
H -5.02 -5.29 0.74
H -5.67 -6.61 1.11
O -3.47 6.93 -2.11
H -2.86 6.19 -2.18
H -3.04 7.53 -1.49
O -0.90 -5.23 1.96
H -1.20 -4.49 2.49
H -1.72 -5.68 1.71
O -6.33 -1.10 0.65
H -6.26 -1.44 -0.25
H -7.27 -0.89 0.75
O 3.32 -7.58 0.25
H 3.23 -6.62 0.32
H 2.53 -7.93 0.69
O -5.98 2.52 1.25
H -5.56 1.84 1.79
H -5.99 3.30 1.81
O -5.03 5.04 -0.09
H -5.00 4.10 0.16
H -5.18 5.03 -1.04
O -8.85 -1.79 1.89
H -8.19 -1.77 2.60
H -9.06 -2.73 1.79
O -2.09 -3.49 4.34
H -2.91 -3.11 4.02
H -2.29 -3.80 5.23
O 0.81 -7.83 -1.80
H 1.48 -7.85 -1.10
H 0.56 -8.76 -1.91
*
```

=====

# 2
Molecular formula: C24H66O9
Method: DFT, wB97M-V/def2-TZVPD

calculated total energy: -44384.6213 eV
SMILES: CC(C)O.CC(C)O.CC(C)O.CC(C)O.CC(C)O.CC(C)O.CC(C)O.CC(C)O.O
HOMO: -9.918 eV

Geometry as ORCA input:
```
! wB97M-V def2-TZVPD RIJCOSX def2/J DEFGRID3
* xyz 0 1
C 12.61 8.35 -5.51
C 12.46 9.24 -6.73
C 13.03 10.63 -6.47
O 13.18 8.58 -7.77
H 13.65 8.05 -5.46
H 11.83 7.59 -5.59
H 12.32 8.87 -4.60
H 11.42 9.33 -7.08
H 12.93 11.34 -7.28
H 14.10 10.52 -6.22
H 12.54 11.08 -5.60
H 13.05 9.06 -8.59
C 8.03 5.17 -6.87
C 7.87 6.48 -7.62
C 8.91 7.50 -7.22
O 8.08 6.15 -9.02
H 9.06 4.81 -6.88
H 7.43 4.39 -7.35
H 7.67 5.26 -5.84
H 6.83 6.81 -7.52
H 9.93 7.20 -7.48
H 8.83 7.75 -6.16
H 8.72 8.42 -7.78
H 7.42 6.58 -9.57
C 15.08 9.41 -2.60
C 15.61 9.88 -1.25
C 16.62 8.94 -0.63
O 16.19 11.17 -1.36
H 15.80 9.57 -3.42
H 14.22 9.99 -2.95
H 14.91 8.33 -2.59
H 14.73 9.94 -0.59
H 17.58 9.00 -1.15
H 16.24 7.92 -0.57
H 16.85 9.29 0.38
H 15.90 11.54 -2.20
C 17.58 10.20 -5.97
C 18.85 10.38 -5.16
C 18.61 10.98 -3.78
O 19.57 9.16 -5.05
H 17.01 11.13 -6.08
H 16.90 9.46 -5.52
H 17.77 9.81 -6.97
H 19.50 11.06 -5.72
H 18.11 10.22 -3.16
H 18.02 11.89 -3.78
H 19.57 11.14 -3.28
H 19.22 8.68 -4.30
C 14.89 7.33 -13.29
C 15.30 7.49 -11.83
C 15.10 8.93 -11.34
O 14.50 6.61 -11.01
H 15.56 7.94 -13.91
H 13.85 7.62 -13.44
H 15.01 6.30 -13.62
H 16.33 7.19 -11.65
H 15.34 9.66 -12.11
H 15.81 9.10 -10.53
H 14.12 9.12 -10.89
H 13.60 6.96 -10.99
C 10.37 10.66 -3.29
C 8.90 11.06 -3.15
C 8.63 12.52 -3.42
O 8.14 10.19 -4.01
H 11.00 11.44 -3.73
H 10.41 9.85 -4.02
H 10.83 10.28 -2.38
H 8.59 10.81 -2.13
H 8.96 12.86 -4.41
H 9.22 13.08 -2.68
H 7.60 12.81 -3.23
H 7.31 10.62 -4.22
C 11.90 11.98 -11.22
C 11.40 11.14 -10.06
C 9.89 11.14 -9.97
O 11.85 9.78 -10.21
H 11.13 12.68 -11.56
H 12.23 11.34 -12.03
H 12.77 12.57 -10.93
H 11.80 11.46 -9.10
H 9.51 12.13 -9.72
H 9.52 10.47 -9.18
H 9.46 10.82 -10.92
H 11.25 9.29 -10.79
C 11.57 6.63 -2.53
C 12.93 6.00 -2.47
C 13.46 5.87 -1.06
O 12.81 4.67 -3.03
H 11.56 7.53 -1.90
H 10.72 6.05 -2.19
H 11.37 7.01 -3.52
H 13.65 6.53 -3.11
H 13.45 6.86 -0.59
H 14.49 5.52 -1.05
H 12.84 5.19 -0.47
H 13.65 4.43 -3.43
O 12.46 5.33 -7.12
H 12.27 6.26 -6.94
H 13.41 5.32 -7.28
*
```

=====

# 3
Molecular formula: C24H67N5O7
Method: DFT, wB97M-V/def2-TZVPD

calculated total energy: -47751.6511 eV
SMILES: COC[C@H](C)N.COC[C@H](C)N.COC[C@H](C)N.COC[C@H](C)N.COC[C@H](C)N.CCO.CCO
HOMO: -8.896 eV

Geometry as ORCA input:
```
! wB97M-V def2-TZVPD RIJCOSX def2/J DEFGRID3
* xyz 0 1
C -1.80 -3.65 4.18
O -2.99 -3.39 3.41
C -2.82 -2.97 2.00
C -4.13 -2.31 1.47
C -5.34 -3.21 1.75
N -3.99 -2.07 0.04
H -1.06 -2.85 4.12
H -1.17 -4.47 3.84
H -2.07 -3.90 5.21
H -1.95 -2.33 1.90
H -2.55 -3.87 1.45
H -4.35 -1.41 2.04
H -5.52 -3.40 2.80
H -5.31 -4.16 1.21
H -6.35 -2.80 1.62
H -3.82 -2.89 -0.53
H -4.86 -1.71 -0.32
C 3.71 1.50 1.12
O 2.99 2.65 0.55
C 2.29 3.47 1.42
C 1.55 4.58 0.63
C 2.56 5.46 -0.10
N 0.70 5.34 1.57
H 4.75 1.70 1.37
H 3.71 0.63 0.47
H 3.09 1.24 1.99
H 1.57 2.91 2.01
H 3.03 3.96 2.06
H 0.87 4.08 -0.07
H 3.00 5.00 -0.99
H 3.43 5.74 0.48
H 2.07 6.32 -0.55
H 0.17 4.65 2.08
H 1.28 5.79 2.27
C 4.03 -1.19 -1.98
O 3.49 -1.38 -3.26
C 2.49 -2.40 -3.34
C 1.89 -2.51 -4.81
C 1.03 -1.30 -5.20
N 1.17 -3.73 -4.98
H 3.25 -1.25 -1.23
H 4.35 -0.16 -1.83
H 4.86 -1.87 -1.81
H 2.89 -3.35 -3.00
H 1.69 -2.22 -2.62
H 2.72 -2.53 -5.52
H 0.79 -1.32 -6.26
H 1.74 -0.51 -4.99
H 0.14 -1.15 -4.58
H 1.81 -4.45 -5.30
H 0.62 -3.71 -5.83
C -3.68 1.55 1.61
O -4.35 2.74 2.08
C -4.54 3.80 1.12
C -4.85 5.17 1.83
C -3.90 5.64 2.92
N -6.12 5.00 2.48
H -4.46 1.17 0.95
H -3.58 0.80 2.39
H -2.74 1.88 1.16
H -3.59 3.92 0.61
H -5.30 3.51 0.38
H -4.91 5.99 1.11
H -2.88 5.52 2.55
H -4.01 5.10 3.86
H -3.99 6.68 3.21
H -6.76 4.54 1.85
H -5.96 4.32 3.22
C 1.31 -2.30 1.11
O 2.71 -2.50 1.33
C 3.37 -3.62 0.60
C 3.01 -4.95 1.16
C 3.13 -4.94 2.71
N 3.76 -6.00 0.53
H 1.23 -1.83 0.13
H 0.84 -1.64 1.85
H 0.71 -3.21 1.14
H 3.17 -3.60 -0.47
H 4.43 -3.38 0.68
H 2.00 -5.26 0.90
H 3.11 -5.91 3.20
H 2.21 -4.60 3.20
H 4.09 -4.54 3.05
H 4.74 -5.85 0.73
H 3.83 -5.95 -0.47
C 2.26 2.65 -2.83
C 1.94 1.98 -4.14
O 1.50 3.02 -5.01
H 3.06 3.39 -2.77
H 2.49 1.84 -2.14
H 1.36 3.14 -2.44
H 1.13 1.26 -4.06
H 2.89 1.55 -4.45
H 0.56 3.19 -5.04
C -0.38 1.05 -1.08
C -1.19 -0.25 -1.00
O -1.91 -0.30 0.21
H 0.29 0.96 -1.94
H 0.28 1.04 -0.21
H -0.91 2.00 -1.10
H -0.55 -1.13 -1.02
H -1.92 -0.21 -1.81
H -2.55 -1.01 0.16
*
```

=====

# 4
Molecular formula: C24H68AsCl8F6O26P6
Method: DFT, wB97M-V/def2-TZVPD

calculated total energy: -312300.0049 eV
HOMO: -7.933 eV

Geometry as ORCA input:
```
! wB97M-V def2-TZVPD RIJCOSX def2/J DEFGRID3
* xyz -1 1
As 0.16 0.22 0.56
F 0.77 0.44 -1.07
F 1.03 -1.36 0.65
F -0.43 -0.04 2.25
F -0.72 1.80 0.44
F -1.27 -0.65 -0.06
F 1.55 1.06 1.22
C 3.30 6.84 -1.86
O 2.35 6.77 -0.83
P 2.87 6.57 0.71
O 3.82 7.60 1.23
O 1.49 6.48 1.59
C 0.45 7.45 1.43
O 3.43 5.00 0.75
C 2.61 3.83 0.44
H 3.08 6.13 -2.66
H 4.33 6.78 -1.52
H 3.26 7.81 -2.35
H 0.51 8.06 2.32
H -0.59 7.11 1.45
H 0.47 7.99 0.48
H 3.24 3.03 0.05
H 1.83 4.01 -0.30
H 2.01 3.45 1.26
C -0.75 -1.42 -3.70
O -1.94 -2.16 -3.80
P -3.35 -1.40 -4.06
O -3.40 -0.68 -5.35
O -4.53 -2.50 -4.02
C -4.40 -3.66 -4.91
O -3.66 -0.43 -2.76
C -4.38 -1.01 -1.60
H -0.91 -0.53 -4.29
H 0.06 -1.90 -4.25
H -0.44 -1.11 -2.70
H -5.11 -3.48 -5.72
H -4.71 -4.58 -4.41
H -3.45 -4.02 -5.29
H -3.63 -0.94 -0.81
H -4.59 -2.07 -1.73
H -5.28 -0.46 -1.32
C 6.76 -1.73 -4.45
O 6.12 -2.34 -3.39
P 4.59 -1.91 -3.01
O 3.66 -1.45 -4.11
O 4.03 -3.17 -2.12
C 2.85 -3.14 -1.30
O 4.90 -0.76 -1.87
C 4.15 0.38 -1.74
H 7.71 -1.29 -4.15
H 6.24 -0.88 -4.89
H 7.00 -2.42 -5.26
H 2.23 -3.98 -1.62
H 2.22 -2.26 -1.41
H 3.15 -3.30 -0.27
H 3.16 0.06 -1.40
H 4.00 0.89 -2.69
H 4.54 1.14 -1.06
C -1.60 4.43 1.64
O -1.43 4.97 0.35
P -2.77 5.10 -0.60
O -4.02 5.53 0.08
O -2.27 6.13 -1.74
C -2.02 7.44 -1.31
O -2.86 3.70 -1.47
C -3.42 2.61 -0.84
H -0.69 4.74 2.16
H -1.68 3.35 1.66
H -2.46 4.89 2.13
H -2.36 7.57 -0.28
H -2.66 8.13 -1.87
H -0.95 7.63 -1.36
H -3.10 1.61 -1.15
H -4.50 2.64 -0.99
H -3.34 2.50 0.24
C -0.92 -4.60 -1.62
O 0.17 -5.49 -1.47
P 0.09 -6.74 -0.39
O -0.99 -7.68 -0.62
O 1.63 -7.20 -0.49
C 2.12 -7.40 -1.81
O 0.02 -5.96 1.01
C 0.98 -4.91 1.33
H -1.51 -4.67 -0.71
H -1.49 -5.01 -2.46
H -0.62 -3.58 -1.85
H 2.76 -6.60 -2.18
H 1.32 -7.63 -2.52
H 2.66 -8.34 -1.73
H 1.95 -5.32 1.04
H 0.88 -4.67 2.39
H 0.72 -3.95 0.87
C -5.00 -3.47 5.23
O -3.84 -4.17 5.41
P -2.43 -3.65 4.76
O -1.90 -2.35 5.35
O -1.45 -4.92 4.93
C -1.07 -5.57 6.13
O -2.74 -3.73 3.14
C -2.03 -2.92 2.25
H -5.42 -3.32 6.22
H -5.67 -4.10 4.64
H -4.82 -2.50 4.77
H -1.23 -6.65 6.16
H -1.62 -5.18 6.99
H -0.07 -5.37 6.50
H -2.71 -2.20 1.80
H -1.60 -3.61 1.52
H -1.25 -2.37 2.76
C 0.32 3.35 -2.94
C -0.84 2.72 -3.60
O -0.48 2.11 -4.83
O 1.53 2.47 -2.88
H -0.01 3.63 -1.94
H 0.54 4.25 -3.50
H -1.71 3.36 -3.72
H -1.13 1.92 -2.92
H 0.37 1.71 -4.68
H 1.27 1.63 -2.49
C 0.12 2.66 4.86
Cl 1.63 3.51 4.77
Cl -1.23 3.54 5.63
H -0.18 2.46 3.83
H 0.31 1.74 5.41
C -3.25 0.68 2.96
Cl -4.80 -0.20 3.11
Cl -3.60 2.37 3.36
H -2.53 0.27 3.67
H -2.87 0.59 1.95
C 1.79 -2.22 3.90
Cl 2.84 -2.84 2.60
Cl 1.48 -3.51 5.10
H 2.35 -1.47 4.46
H 0.85 -1.88 3.47
C 4.27 0.45 1.86
Cl 5.85 -0.39 1.70
Cl 4.15 1.21 3.40
H 4.26 1.19 1.05
H 3.51 -0.31 1.70
*
```